Record 1
Molecular formula: C16H19N3O4
Method: DFT, ωB97M-V with the def2-TZVPD basis set

The geometry in XYZ format:
```
42
Properties=species:S:1:pos:R:3:mulliken_charge:R:1
C 0.982 -0.343 2.683 -0.740
C 1.817 0.739 3.359 -0.796
C 2.169 1.900 2.426 -0.241
C 0.968 2.793 2.081 -0.342
H 1.144 3.828 2.381 0.409
H 0.067 2.434 2.589 0.240
O 0.708 2.925 0.681 -0.500
N 0.253 1.773 0.086 0.691
C -1.017 1.299 0.175 -0.115
C -1.089 0.114 -0.545 0.949
C 0.203 -0.116 -1.093 0.417
C 1.021 0.950 -0.689 -0.854
C 2.371 1.126 -1.070 -0.719
C 2.978 0.190 -1.847 -1.072
C 2.218 -0.935 -2.248 0.822
N 2.564 -1.978 -2.972 -0.650
O 1.477 -2.748 -3.061 -0.118
N 0.422 -2.242 -2.417 -0.263
C 0.822 -1.107 -1.889 0.913
H 4.002 0.278 -2.168 0.413
H 2.895 2.014 -0.752 0.634
C -2.302 -0.691 -0.705 0.463
O -3.343 -0.484 -0.119 -0.673
O -2.127 -1.673 -1.585 -0.165
C -3.231 -2.543 -1.816 -0.285
C -2.855 -3.481 -2.947 -1.181
H -1.931 -3.995 -2.700 0.272
H -2.697 -2.917 -3.862 0.287
H -3.647 -4.207 -3.104 0.429
H -4.116 -1.943 -2.061 0.299
H -3.443 -3.096 -0.893 0.324
C -2.084 2.018 0.908 -1.823
H -2.164 1.660 1.936 0.276
H -3.040 1.820 0.430 0.485
H -1.882 3.088 0.920 0.374
H 2.944 2.508 2.895 0.314
H 2.589 1.493 1.506 0.094
H 2.748 0.292 3.712 0.402
H 1.286 1.124 4.233 0.327
H 0.807 -1.166 3.371 0.449
H 1.499 -0.735 1.809 0.195
H 0.014 0.035 2.363 0.059
```

Computed properties:
E	-29557.3944	eV
structure (SMILES)	CCCCOn1c(C)c(C(=O)OCC)c2c3nonc3ccc21
E_LUMO	-0.0020	Eh
maximum force	1.54	eV/A

=====

Record 2
Molecular formula: C32H47IN4O7
Method: DFT, ωB97M-V with the def2-TZVPD basis set

The geometry in XYZ format:
```
91
Properties=species:S:1:pos:R:3:mulliken_charge:R:1
C -2.043 -2.707 -0.646 -1.146
C -1.154 -2.743 0.707 -0.412
C -0.669 -1.258 1.169 0.638
O 0.686 -1.246 1.668 -0.404
C 1.216 0.093 1.792 -0.610
C 2.347 0.463 0.712 0.863
C 1.873 -0.004 -0.759 -0.983
O 2.121 -1.444 -0.920 -0.344
C 1.892 -1.710 -2.330 -0.651
O 3.649 -0.217 0.815 -0.410
C 4.588 0.595 0.060 0.482
O 5.686 0.213 -0.394 -0.556
O 3.959 1.896 -0.096 -0.371
C 2.866 1.999 0.893 1.125
C 1.766 3.085 0.463 -0.528
C 1.733 3.433 -1.105 -0.396
O 0.338 3.836 -1.416 -0.445
C -0.491 2.694 -1.613 0.805
C -1.560 2.118 -0.579 -0.672
O -0.402 2.105 -2.732 -0.651
C 3.706 2.347 2.238 -1.173
I 5.329 3.760 1.691 0.109
C 2.803 2.917 3.448 0.205
C 3.438 4.217 4.199 -1.427
H -2.495 -3.744 -0.899 0.343
H -2.894 -1.934 -0.585 0.281
H -1.412 -2.429 -1.578 0.219
H -0.263 -3.438 0.482 0.256
H -1.837 -3.190 1.523 0.256
H -0.863 -0.574 0.273 -0.569
H -1.416 -0.943 2.003 0.336
H 0.337 0.836 1.812 0.235
H 1.736 0.141 2.827 0.118
H 2.447 0.499 -1.619 0.854
H 0.751 0.172 -0.905 0.080
H 2.819 -1.445 -2.971 0.259
H 1.550 -2.798 -2.491 0.285
H 1.037 -1.049 -2.758 0.220
H 2.046 4.068 1.009 0.219
H 0.757 2.769 0.899 0.076
H 2.403 4.320 -1.389 0.300
H 1.961 2.557 -1.800 0.218
H -1.958 1.104 -0.967 0.198
H -2.493 2.790 -0.452 0.394
H -1.162 1.923 0.473 0.199
H 4.272 1.429 2.659 0.551
H 1.712 3.123 3.183 0.206
H 2.780 2.096 4.268 0.309
H 2.770 4.408 5.128 0.388
H 3.385 5.168 3.572 0.335
H 4.488 4.006 4.620 0.347
N -0.201 -4.786 3.406 0.100
C -0.057 -5.114 4.728 -0.727
C -0.787 -6.253 4.966 -0.437
C -1.390 -6.630 3.741 -0.586
C -1.009 -5.709 2.796 -0.353
H 0.221 -3.990 2.953 0.221
H 0.551 -4.508 5.384 0.560
H -0.875 -6.759 5.916 0.400
H -2.031 -7.482 3.570 0.417
H -1.243 -5.630 1.745 0.406
N -3.490 4.061 -4.783 0.057
C -4.578 3.892 -5.597 -0.491
C -4.561 2.601 -6.064 -0.594
C -3.422 1.966 -5.506 -0.496
C -2.782 2.891 -4.717 -0.659
H -3.248 4.914 -4.305 0.209
H -5.268 4.703 -5.774 0.407
H -5.287 2.161 -6.732 0.404
H -3.107 0.944 -5.664 0.666
H -1.886 2.817 -4.118 0.515
N -1.825 0.654 -8.471 0.108
C -1.444 1.177 -9.678 -0.364
C -0.480 0.357 -10.211 -0.533
C -0.275 -0.704 -9.294 -0.480
C -1.120 -0.495 -8.232 -0.371
H -2.516 1.053 -7.855 0.187
H -1.890 2.087 -10.051 0.354
H 0.022 0.503 -11.156 0.376
H 0.414 -1.529 -9.400 0.380
H -1.280 -1.064 -7.328 0.347
N -1.116 -2.540 7.203 0.121
C -1.969 -1.670 7.828 -0.547
C -1.397 -1.296 9.019 -0.363
C -0.149 -1.960 9.115 -0.603
C -0.001 -2.719 7.979 -0.228
H -1.281 -2.980 6.311 0.188
H -2.908 -1.394 7.372 0.363
H -1.828 -0.618 9.741 0.382
H 0.562 -1.891 9.924 0.380
H 0.798 -3.369 7.657 0.323
```

Computed properties:
E	-62332.9892	eV
structure (SMILES)	CCCOC[C@]1(COC)OC(=O)O[C@]1(CCOC(C)=O)[C@@H](I)CC.c1cc[nH]c1.c1cc[nH]c1.c1cc[nH]c1.c1cc[nH]c1
E_LUMO	-0.0012	Eh
maximum force	5.96	eV/A

=====

Record 3
Molecular formula: C3H13N2O
Method: DFT, ωB97M-V with the def2-TZVPD basis set

The geometry in XYZ format:
```
19
Properties=species:S:1:pos:R:3:mulliken_charge:R:1
N -1.046 0.790 0.088 -0.170
C -1.278 -0.708 -0.212 -0.537
C -0.329 -1.099 -1.400 -0.342
N 0.943 -0.288 -1.413 -0.168
C 2.014 -0.624 -0.359 -0.722
H -0.277 1.147 -0.465 0.327
H -1.922 1.289 -0.008 0.370
H -0.762 0.728 1.103 0.309
H -1.079 -1.225 0.715 0.356
H -2.285 -0.753 -0.648 0.399
H 0.028 -2.122 -1.536 0.408
H -0.736 -0.673 -2.375 0.339
H 1.541 -0.436 -2.243 0.380
H 1.442 -0.825 0.558 0.346
H 2.792 0.181 -0.384 0.322
H 2.508 -1.591 -0.620 0.400
H -0.919 1.776 3.297 0.324
H 0.545 1.566 3.060 0.315
O -0.301 1.524 2.591 -0.657
```

Computed properties:
E	-8329.3386	eV
net charge	+2
E_LUMO (spin up / spin down)	-0.2682 / -0.4747	Eh
maximum force	5.59	eV/A
spin multiplicity	2

=====

Record 4
Molecular formula: C2H7S3
Method: DFT, ωB97M-V with the def2-TZVPD basis set

The geometry in XYZ format:
```
12
Properties=species:S:1:pos:R:3:mulliken_charge:R:1
C 2.785 -0.371 0.616 -0.726
S 1.616 -1.230 1.742 -0.231
H 3.402 0.391 1.119 0.271
H 2.385 0.117 -0.275 0.278
H 3.455 -1.169 0.317 0.234
C -1.302 -0.633 -1.989 -0.747
S -1.463 -0.112 -0.294 -0.216
S -1.081 1.970 -0.645 -0.694
H -1.855 0.061 -2.626 0.257
H -0.291 -0.827 -2.392 0.245
H -1.787 -1.654 -2.066 0.227
H 0.551 -0.503 1.264 0.102
```

Computed properties:
E	-34694.2188	eV
net charge	-1
E_LUMO	0.1227	Eh
maximum force	2.27	eV/A

=====

Record 5
Molecular formula: C5H11N2O
Method: DFT, ωB97M-V with the def2-TZVPD basis set

The geometry in XYZ format:
```
19
Properties=species:S:1:pos:R:3:mulliken_charge:R:1
C -2.729 0.945 0.336 -1.038
C -2.125 -0.480 0.654 -0.683
C -0.676 -0.515 0.145 0.445
C 0.476 0.029 0.682 -0.286
N 1.522 -0.418 -0.240 0.111
C 0.890 -0.898 -1.390 -0.139
N -0.474 -0.737 -1.179 0.104
H -2.634 1.297 -0.746 0.310
H -3.871 0.931 0.389 0.342
H -2.314 1.589 1.071 0.327
H -2.798 -1.149 0.065 0.308
H -2.329 -0.638 1.689 0.336
H 0.883 0.255 1.734 0.294
H 2.504 -0.206 -0.169 0.235
H 1.316 -1.448 -2.185 0.403
H -1.068 -0.864 -1.804 -0.019
H 4.609 0.090 0.750 0.325
H 4.703 1.493 0.028 0.320
O 4.116 0.723 0.171 -0.695
```

Computed properties:
E	-10383.4486	eV
net charge	+1
E_LUMO	-0.1319	Eh
maximum force	12.16	eV/A

=====

Record 6
Molecular formula: C5H12O2
Method: DFT, ωB97M-V with the def2-TZVPD basis set

The geometry in XYZ format:
```
19
Properties=species:S:1:pos:R:3:mulliken_charge:R:1
C 2.097 -0.170 0.625 -1.119
C 0.921 0.813 0.696 -0.618
C -0.434 0.160 0.637 0.087
O -0.672 -0.794 1.604 -0.506
C -1.424 0.402 -0.227 0.070
C -1.412 1.331 -1.407 -1.168
O -0.408 -2.508 -0.873 -0.647
H 2.110 -0.874 1.467 0.360
H 2.064 -0.764 -0.292 0.298
H 3.046 0.375 0.660 0.348
H 0.979 1.385 1.633 0.256
H 1.005 1.544 -0.113 0.263
H -0.430 -1.617 -1.244 0.328
H 0.143 -0.964 2.093 0.283
H -2.345 -0.153 -0.054 0.434
H -0.401 1.614 -1.714 0.332
H -1.888 0.842 -2.266 0.329
H -1.975 2.252 -1.214 0.311
H -0.813 -2.364 -0.006 0.359
```

Computed properties:
E	-9474.1530	eV
structure (SMILES)	C/C=C(/O)CC.O
E_LUMO	0.0282	Eh
maximum force	0.38	eV/A

=====

Record 7
Molecular formula: C5H7Cl
Method: DFT, ωB97M-V with the def2-TZVPD basis set

The geometry in XYZ format:
```
13
Properties=species:S:1:pos:R:3:mulliken_charge:R:1
C 0.272 0.740 -1.021 0.179
C 1.035 -0.356 -0.864 -0.499
C 0.571 -1.059 0.435 -0.521
C -0.738 -0.349 0.875 -0.571
C -0.776 0.961 0.042 -0.485
H 1.794 -0.828 -1.464 0.426
H 0.481 -2.131 0.349 0.385
H 1.352 -0.834 1.196 0.207
H -1.634 -0.962 0.694 0.274
H -0.680 -0.097 1.947 0.247
H -0.455 1.834 0.569 0.273
H -1.738 1.181 -0.450 0.299
Cl 0.516 1.898 -2.310 -0.214
```

Computed properties:
E	-17820.4178	eV
structure (SMILES)	ClC1=CCCC1
E_LUMO	0.0410	Eh
maximum force	2.34	eV/A

=====

Record 8
Molecular formula: C9H15FeN2
Method: DFT, ωB97M-V with the def2-TZVPD basis set

The geometry in XYZ format:
```
27
Properties=species:S:1:pos:R:3:mulliken_charge:R:1
C -1.972 0.585 -1.301 -0.534
Fe -0.456 -0.139 -0.427 -1.425
N 1.351 0.029 0.787 -0.567
N 0.870 -0.826 -1.941 -0.814
H 1.325 -0.755 1.448 0.246
H -0.951 1.221 -0.589 0.273
H -2.862 1.016 -0.839 0.366
H -2.013 -0.516 -1.122 0.105
H -1.865 0.820 -2.363 0.145
H 1.278 -1.732 -1.685 0.360
H 1.644 -0.167 -2.074 0.250
H 0.436 -0.951 -2.861 0.269
H 2.268 0.006 0.331 0.414
H 1.336 0.865 1.381 0.311
C -1.300 -0.642 1.114 0.957
C -1.413 -1.010 2.297 -0.877
C -1.588 -1.309 3.661 0.246
C -2.713 -0.796 4.345 -0.584
C -2.780 -0.871 5.734 -0.319
C -1.754 -1.495 6.458 -0.433
C -0.681 -2.091 5.778 -0.265
C -0.605 -2.025 4.388 -0.780
H -3.508 -0.314 3.772 0.382
H -3.633 -0.433 6.255 0.342
H -1.793 -1.523 7.549 0.334
H 0.103 -2.604 6.338 0.373
H 0.222 -2.495 3.850 0.225
```

Computed properties:
E	-46937.8941	eV
net charge	-1
E_LUMO (spin up / spin down)	0.1043 / 0.1182	Eh
maximum force	4.53	eV/A
spin multiplicity	5